43
Properties=species:S:1:pos:R:3 method="wB97M-V/def2-TZVPD" e_above_lowest_ev=4.4634 gap_ev=8.76 total_charge=0 max_force_ev_per_a=1.5 smiles="Cc1cc(C(=O)N2CCN(Cc3ccc4c(c3)OCO4)CC2)on1"
C 0.525 -6.548 4.609
C 0.483 -5.357 3.727
N 1.150 -4.265 3.999
O 0.909 -3.372 3.013
C 0.073 -3.923 2.110
C -0.237 -5.195 2.518
H -0.880 -5.892 2.024
C -0.460 -3.223 0.920
O -1.403 -3.719 0.320
N 0.106 -2.063 0.531
C 1.233 -1.401 1.157
H 1.979 -2.140 1.457
C 1.871 -0.428 0.173
N 0.949 0.636 -0.188
C -0.429 0.164 -0.261
C -0.519 -1.331 -0.556
H -0.021 -1.565 -1.505
H -1.557 -1.662 -0.629
H -0.913 0.363 0.702
H -0.964 0.729 -1.025
C 1.390 1.343 -1.378
C 0.593 2.603 -1.588
C 0.364 3.452 -0.516
C -0.361 4.632 -0.651
C -0.842 4.929 -1.903
C -0.616 4.082 -2.987
C 0.094 2.913 -2.856
H 0.257 2.268 -3.703
O -1.202 4.609 -4.108
C -1.805 5.817 -3.696
O -1.576 6.011 -2.317
H -1.373 6.657 -4.263
H -2.889 5.771 -3.887
H -0.539 5.288 0.184
H 0.756 3.176 0.450
H 1.340 0.712 -2.283
H 2.441 1.611 -1.220
H 2.750 0.026 0.640
H 2.215 -0.993 -0.711
H 0.911 -0.858 2.053
H -0.478 -6.789 4.956
H 1.166 -6.349 5.462
H 0.909 -7.406 4.059



44
Properties=species:S:1:pos:R:3 method="wB97M-V/def2-TZVPD" e_above_lowest_ev=17.3951 gap_ev=8.71 total_charge=0 max_force_ev_per_a=18.1
O 3.605 0.557 2.069
C 3.525 0.388 0.792
N 3.001 1.428 -0.031
C 2.718 1.254 -1.462
H 3.116 0.197 -2.001
C 1.127 1.305 -1.759
C 0.481 2.520 -1.030
C 0.782 2.662 0.189
C 2.244 2.563 0.508
H 2.522 2.430 1.666
H 2.765 3.607 0.211
H 0.303 3.648 0.660
H 0.316 1.606 0.648
H -0.477 2.771 -1.371
H 1.027 3.516 -1.765
H 1.019 1.377 -2.772
H 0.681 0.355 -1.390
H 3.160 2.088 -1.790
C 4.009 -0.788 0.104
H 4.275 -1.442 1.107
H 4.660 -0.684 -0.630
S 2.631 -1.876 -0.595
C 1.260 -1.549 0.114
N 0.923 -0.705 1.111
N -0.335 -0.683 0.943
C -0.709 -1.789 0.449
O 0.187 -2.574 -0.297
C -2.176 -2.091 0.300
C -2.705 -2.178 -1.037
O -2.387 -0.865 -1.527
C -2.838 0.246 -0.761
C -2.987 1.417 -1.291
C -3.355 2.480 -0.291
C -3.745 2.009 0.976
C -3.642 0.774 1.465
C -3.122 0.037 0.653
O -3.022 -1.440 0.943
H -3.852 0.599 2.745
H -4.084 2.957 1.680
H -3.580 3.582 -0.577
H -2.624 1.568 -2.034
H -3.823 -2.347 -0.997
H -2.115 -2.833 -1.752
H -2.378 -3.422 0.719



45
Properties=species:S:1:pos:R:3 method="wB97M-V/def2-TZVPD" e_above_lowest_ev=0.1479 gap_ev=8.99 total_charge=0 max_force_ev_per_a=1.3 smiles="CCCSc1nnc(Cc2cc(=O)[nH]c(=O)[nH]2)n1-c1cccc(OC)c1"
C 2.331 -3.668 3.982
H 1.657 -4.485 3.737
C 3.410 -3.528 2.916
C 2.825 -3.264 1.539
H 2.058 -3.990 1.274
H 3.596 -3.262 0.769
S 2.020 -1.619 1.481
C 1.120 -1.843 0.024
N 1.058 -2.932 -0.694
N 0.254 -2.681 -1.738
C -0.153 -1.448 -1.668
N 0.369 -0.844 -0.547
C 0.132 0.442 -0.012
C 0.452 1.566 -0.764
C 0.188 2.830 -0.245
C -0.392 2.940 1.022
C -0.692 1.815 1.758
C -0.434 0.553 1.248
H -0.676 -0.332 1.815
H -1.140 1.911 2.733
H -0.592 3.929 1.402
O 0.453 3.995 -0.875
C 0.959 3.966 -2.188
H 1.935 3.472 -2.233
H 0.261 3.473 -2.871
H 1.069 5.008 -2.482
H 0.905 1.437 -1.734
C -1.061 -0.810 -2.665
C -1.991 0.185 -2.041
C -2.161 1.439 -2.506
C -3.004 2.388 -1.807
O -3.204 3.535 -2.129
N -3.587 1.864 -0.651
C -3.461 0.595 -0.154
O -3.988 0.211 0.859
N -2.663 -0.229 -0.926
H -2.545 -1.176 -0.589
H -4.163 2.500 -0.110
H -1.663 1.785 -3.394
H -0.473 -0.320 -3.445
H -1.624 -1.619 -3.139
H 4.090 -2.717 3.184
H 3.993 -4.450 2.860
H 2.780 -3.869 4.951
H 1.751 -2.751 4.056



38
Properties=species:S:1:pos:R:3 method="wB97M-V/def2-TZVPD" e_above_lowest_ev=4.3999 gap_ev=8.10 total_charge=0 max_force_ev_per_a=3.9 smiles="CC(=O)[C@H](CN(C)c1ccccc1)c1ccccc1"
C 3.003 0.693 1.937
C 1.701 1.135 1.370
C 0.598 0.240 1.909
C -0.736 0.856 2.336
C -1.061 2.181 1.988
C -2.352 2.690 2.229
C -3.377 1.831 2.638
C -3.090 0.483 2.930
C -1.796 -0.007 2.730
O 1.568 1.939 0.412
H 3.273 -0.274 1.480
H 3.805 1.419 1.779
H 2.897 0.504 3.013
H 0.970 -0.539 2.628
H -0.267 2.810 1.576
H -2.512 3.744 1.984
H -4.394 2.226 2.684
H -3.921 -0.171 3.228
H -1.631 -1.074 2.947
C -0.166 -2.683 -0.437
N 0.309 -1.347 -0.752
C 0.489 -1.007 -2.114
C 0.613 -2.021 -3.085
C 0.889 -1.712 -4.425
C 1.079 -0.379 -4.817
C 0.888 0.663 -3.878
C 0.549 0.357 -2.559
C 0.132 -0.394 0.278
H -0.862 -3.134 -1.189
H 0.657 -3.369 -0.211
H -0.743 -2.612 0.482
H 0.490 -3.051 -2.763
H 0.982 -2.536 -5.149
H 1.352 -0.133 -5.845
H 1.017 1.722 -4.170
H 0.327 1.205 -1.900
H 0.007 0.630 -0.171
H -0.685 -0.887 0.906